Record 1
Entry from OMol25: a cluster of 9 separate species, C38H50F16O16 in total (wB97M-V/def2-TZVPD).

Its SMILES is FC(F)C(F)(F)COC(F)(F)C(F)F.FC(F)C(F)(F)COC(F)(F)C(F)F.O=C1CCCO1.O=C1CCCO1.O=C1CCCO1.O=C1CCCO1.O=C1CCCO1.O=C1CCCO1.O=C1CCCO1. The highest occupied orbital energy comes out at -10.0827 eV. The energy above the lowest of the compared OMol25 structures with the same formula, charge and spin is 64.62 kcal per mole. The spin multiplicity is 1.

```
120
Properties=species:S:1:pos:R:3:mulliken_charge:R:1
C -28.11774 -8.23258 -0.25497 -0.881
C -29.38232 -8.08296 -1.11857 0.962
C -29.90259 -9.49868 -1.64729 0.140
F -31.13577 -9.52926 -2.18732 -0.265
F -29.02456 -10.02496 -2.46416 -0.243
F -30.30471 -7.44882 -0.38507 -0.299
F -29.15247 -7.29678 -2.18075 -0.301
O -27.70835 -7.04195 0.33619 -0.375
C -26.30449 -7.03764 0.73290 0.927
C -26.01571 -5.53274 1.10986 0.215
F -26.93103 -4.91604 1.90237 -0.240
F -24.84030 -5.20846 1.46623 -0.255
F -26.20366 -7.80951 1.77978 -0.263
F -25.53481 -7.42578 -0.27910 -0.256
H -27.38264 -8.67382 -0.92804 0.393
H -28.37718 -8.91308 0.55602 0.291
H -30.02944 -10.21152 -0.83251 0.276
H -26.17232 -5.08351 0.12917 0.176
C -31.40363 -11.96684 -10.70812 -0.828
C -30.58289 -10.72121 -10.32858 0.962
C -31.42609 -9.52836 -9.82198 0.205
F -30.72927 -8.49655 -9.41627 -0.270
F -32.28642 -9.09387 -10.72876 -0.266
F -29.76919 -11.11047 -9.33359 -0.288
F -29.74821 -10.39713 -11.32532 -0.309
O -32.33096 -12.32852 -9.69846 -0.382
C -32.72605 -13.68772 -9.58251 0.825
C -33.66455 -13.73900 -8.34671 0.259
F -34.65065 -12.78960 -8.36541 -0.240
F -34.19533 -14.94803 -8.12735 -0.251
F -33.27716 -13.96237 -10.76886 -0.289
F -31.66836 -14.45499 -9.41745 -0.267
H -30.65147 -12.73633 -10.88204 0.372
H -31.95660 -11.85856 -11.64118 0.369
H -32.02219 -9.87220 -8.97668 0.204
H -33.10172 -13.46530 -7.45429 0.192
O -23.36582 -18.02369 -5.34717 -0.590
C -23.61268 -16.85431 -5.62330 0.512
O -24.67734 -16.46290 -6.32858 -0.347
C -24.76144 -15.01965 -6.52467 -0.366
C -23.38312 -14.49304 -6.04431 -0.496
C -22.81598 -15.60160 -5.18045 -0.356
H -25.52698 -14.63368 -5.85155 0.251
H -24.96215 -14.76469 -7.56526 0.302
H -23.49451 -13.59599 -5.43521 0.292
H -22.76238 -14.32712 -6.92479 0.276
H -23.01793 -15.36261 -4.13633 0.253
H -21.74340 -15.68114 -5.35751 0.267
O -35.73576 -10.21973 3.17443 -0.603
C -36.76924 -9.77830 3.70273 0.537
O -37.29972 -10.18093 4.86833 -0.326
C -38.58952 -9.69285 5.03235 -0.319
C -38.59677 -8.41327 4.26138 -0.618
C -37.59351 -8.64792 3.11103 -0.401
H -38.78476 -9.36044 6.05190 0.277
H -39.39014 -10.37695 4.75108 0.263
H -38.28034 -7.55653 4.85631 0.263
H -39.57494 -8.04445 3.95273 0.396
H -36.99597 -7.81423 2.74224 0.316
H -38.22868 -8.95383 2.27973 0.216
O -35.05527 -0.38261 4.62598 -0.615
C -33.90814 -0.56415 4.19738 0.534
O -32.84221 -0.01233 4.79753 -0.340
C -31.65872 -0.26616 4.14820 -0.366
C -32.05193 -0.84457 2.78790 -0.394
C -33.44899 -1.33507 2.95981 -0.366
H -31.12411 -0.86346 4.88679 0.288
H -31.20973 0.72150 4.04327 0.233
H -31.32813 -1.62194 2.54314 0.267
H -32.02460 -0.10912 1.98388 0.260
H -33.63906 -2.39995 3.09400 0.267
H -34.17233 -1.04096 2.19930 0.235
O -33.53168 -6.79866 8.65956 -0.615
C -32.42595 -7.02746 8.22721 0.544
O -32.12097 -6.67571 7.00339 -0.337
C -30.80790 -7.06573 6.70975 -0.420
C -30.34508 -8.09224 7.66454 -0.419
C -31.22322 -7.68024 8.83946 -0.416
H -30.25635 -6.12636 6.74798 0.289
H -30.82849 -7.47627 5.70023 0.286
H -29.26859 -8.05409 7.83130 0.283
H -30.53713 -9.13125 7.39681 0.261
H -30.72359 -6.98080 9.50971 0.244
H -31.51444 -8.52848 9.45896 0.301
O -22.43303 -8.30681 9.79988 -0.537
C -23.07332 -7.40392 10.21221 0.462
O -23.78068 -6.59318 9.34708 -0.363
C -24.22702 -5.42858 10.01486 -0.337
C -24.31245 -5.91075 11.45621 -0.501
C -23.25139 -6.96147 11.63562 -0.332
H -25.18480 -5.12348 9.59334 0.283
H -23.50646 -4.62414 9.86734 0.252
H -25.21432 -6.44842 11.74887 0.234
H -24.23907 -5.03582 12.10214 0.331
H -23.56513 -7.79170 12.26839 0.263
H -22.30930 -6.61563 12.06101 0.244
O -25.95161 -14.38992 1.78864 -0.573
C -25.46862 -14.55630 2.88115 0.492
O -25.57734 -13.70862 3.91679 -0.365
C -24.63288 -13.89593 4.91505 -0.337
C -24.12859 -15.28532 4.64582 -0.451
C -24.47543 -15.61213 3.19037 -0.326
H -25.01850 -13.79733 5.92978 0.294
H -23.86668 -13.13412 4.77121 0.237
H -24.57440 -15.93961 5.39500 0.260
H -23.04453 -15.28020 4.75932 0.268
H -24.91891 -16.59947 3.06164 0.234
H -23.56131 -15.62136 2.59674 0.266
O -20.83939 -5.07747 -4.79164 -0.608
C -21.67901 -5.53729 -5.58982 0.469
O -22.77576 -4.84423 -5.99863 -0.343
C -23.57066 -5.64730 -6.89178 -0.380
C -22.67709 -6.78202 -7.37569 -0.476
C -21.71165 -6.90444 -6.24909 -0.304
H -23.96806 -5.05358 -7.71499 0.324
H -24.43243 -6.09231 -6.39437 0.236
H -22.26909 -6.52416 -8.35300 0.298
H -23.23360 -7.71889 -7.40176 0.252
H -20.72088 -7.05743 -6.67697 0.259
H -22.07096 -7.57407 -5.46769 0.273
```



Record 2
Entry from OMol25: a structure of composition C38H51AuCl3N2O3SbSi (wB97M-V/def2-TZVPD).

The highest occupied orbital energy (spin up / spin down) comes out at -6.8356 / -8.4928 eV. The energy above the lowest of the compared OMol25 structures with the same formula, charge and spin is 34.03 kcal per mole. The spin multiplicity is 3.

```
100
Properties=species:S:1:pos:R:3:mulliken_spin:R:1
C -2.92163 1.94479 -4.49851 0.001
C -3.36645 0.91934 -3.50503 0.077
H -3.47961 1.92950 -5.44286 0.002
H -1.85361 1.79318 -4.70364 0.001
H -3.03638 2.95623 -4.08993 -0.001
C -4.17818 -0.11165 -3.77599 -0.002
C -4.77501 -0.37023 -5.11441 0.003
H -4.45918 -0.80074 -2.97728 0.002
H -4.06843 -0.09519 -5.90723 0.000
H -5.70382 0.20213 -5.25547 0.001
H -5.01251 -1.43646 -5.21091 0.001
Au 0.54044 0.95573 -0.34481 0.250
Cl -1.22700 1.58296 1.07383 0.133
Cl 2.28722 -0.00499 -1.56364 0.130
C -1.46388 -2.07394 1.96877 -0.015
O -0.59322 -2.78577 1.45298 0.003
N -2.16969 -2.40489 3.07335 0.001
C -1.95794 -3.69097 3.72446 0.000
C -3.31893 -1.62541 3.51518 -0.002
H -1.70861 -1.05724 1.58701 0.012
H -1.05758 -4.16777 3.31736 0.000
H -2.83510 -4.34033 3.57514 0.000
H -1.84054 -3.53217 4.80472 0.000
H -3.27937 -0.63642 3.04410 0.003
H -3.27871 -1.50455 4.60407 0.000
H -4.26068 -2.12949 3.24689 0.000
H -0.73544 -1.02423 -4.06812 0.004
H -2.43921 -2.66171 -3.50757 -0.002
C 0.04270 -1.64468 -3.60599 -0.006
C -1.67401 -3.29160 -3.03649 0.004
N -0.58407 -2.44722 -2.57048 -0.001
H 0.79237 -0.98809 -3.14552 0.004
C 0.17604 -2.90687 -1.50010 -0.002
O 1.39362 -2.88258 -1.41471 0.001
H -2.12495 -3.81717 -2.18492 0.000
H -0.46054 -3.31805 -0.69043 0.000
H 0.51161 -2.27900 -4.37604 0.001
H -1.32110 -4.01875 -3.78886 0.000
O -1.40176 0.64198 -2.37226 0.783
C -2.65763 1.00048 -2.12928 -0.008
C -2.95536 -1.15211 -0.83545 0.003
C -3.35526 0.16901 -1.01329 0.000
H -1.98478 -1.44001 -1.25154 0.003
C -3.81863 -2.05343 -0.21283 -0.002
H -2.69242 2.05458 -1.78781 0.067
C -4.40462 0.68658 -0.24953 0.018
H -3.55270 -3.11147 -0.21538 0.001
C -4.96403 -1.57117 0.42038 0.002
C -5.22669 -0.19726 0.46159 0.002
H -4.55389 1.77012 -0.23069 0.001
H -5.64096 -2.27037 0.90839 0.000
H -6.05094 0.18292 1.06627 0.000
Si 2.61149 2.82112 -2.97399 0.007
Cl 0.52504 2.41855 -2.63191 0.039
C 3.84638 1.51148 -3.55494 0.006
C 3.15050 3.81241 -1.47077 -0.002
C 2.48320 3.88221 -4.52904 0.004
H 3.41711 0.52923 -3.80099 -0.003
H 4.66147 1.36427 -2.83221 -0.001
H 4.32239 1.90443 -4.46653 0.001
H 2.46382 3.20805 -5.39961 0.000
H 3.36451 4.53684 -4.62823 0.000
H 1.56725 4.49034 -4.54399 0.001
H 2.56357 3.63468 -0.55947 -0.001
H 3.07662 4.88386 -1.71598 0.000
H 4.20082 3.60889 -1.22084 0.000
C 0.64234 -2.07344 5.97125 0.007
C -0.24245 -1.07664 5.53136 -0.001
C 0.02849 -0.37646 4.34811 -0.022
C 1.19472 -0.66783 3.64176 0.096
C 2.08406 -1.65587 4.06742 -0.010
C 1.79584 -2.36917 5.23642 0.001
Sb 1.70013 0.47683 1.87526 0.343
C 1.94175 2.46121 2.69499 0.041
C 1.63417 3.58061 1.92048 -0.012
C 1.84590 4.86259 2.44186 0.003
C 2.19167 5.02560 3.79127 0.000
C 2.39020 3.89115 4.59848 0.003
C 2.30777 2.60560 4.03917 0.001
C 3.52150 -0.55071 1.30497 0.035
C 4.67552 0.20882 1.11856 -0.012
C 5.72604 -0.32901 0.36116 -0.001
C 5.64216 -1.63871 -0.13113 0.004
C 4.51228 -2.41817 0.14779 -0.001
C 3.44737 -1.87941 0.87673 0.000
H 0.43439 -2.61385 6.89690 0.000
H -1.13109 -0.83007 6.11640 0.000
H -0.65002 0.40593 3.99301 0.001
H 3.00255 -1.85784 3.51023 0.000
H 2.48832 -3.14840 5.56639 0.000
H 1.21585 3.45940 0.92175 -0.004
H 1.73892 5.72588 1.78005 0.000
H 2.31627 6.02658 4.20882 0.000
H 2.63075 3.99917 5.65983 0.000
H 2.51699 1.71752 4.64061 -0.004
H 4.74721 1.20786 1.56101 0.003
H 6.61660 0.27428 0.17590 0.001
H 6.47022 -2.06400 -0.70132 0.000
H 4.45237 -3.45332 -0.19052 0.001
H 2.55809 -2.47809 1.08605 0.005
```